#P
55
Properties=species:S:1:pos:R:3 method="wB97M-V/def2-TZVPD" gap_ev=4.3 charge=+2
Sr -4.02280 0.17106 -2.80969
Sr -0.35274 -1.34363 -3.11301
O -2.19229 -0.67114 -1.27228
C -1.44358 -0.74937 -0.00534
C 0.18401 -0.60620 -0.02030
O 1.02524 -1.32315 -0.96677
H -1.67996 -1.68653 0.49861
H -1.83083 0.12078 0.52472
H 0.57499 -0.89349 0.95576
H 0.46572 0.42820 -0.21715
Br -1.77500 -4.05157 -3.11691
C -3.24852 -4.90191 -2.18265
C -3.99677 -3.96486 -1.23395
Br -5.08042 -2.57944 -2.31789
H -2.74765 -5.62988 -1.54446
H -3.86610 -5.42060 -2.91592
H -3.19116 -3.50622 -0.66058
H -4.76840 -4.40500 -0.60233
Br 5.69057 -1.20608 1.06638
C 3.84305 -1.50335 0.40067
C 3.21500 -2.81672 0.87511
Br 2.34876 -2.48508 2.69793
H 3.82421 -1.51227 -0.68913
H 3.20264 -0.64574 0.60673
H 3.94698 -3.62437 0.87226
H 2.39034 -3.11525 0.22786
Br -1.39613 1.94045 4.69188
C 0.25301 1.51820 3.66907
C 1.33948 1.20382 4.64284
Br 2.94994 0.78655 3.56426
H 0.45020 2.34849 2.99096
H -0.04311 0.67772 3.04137
H 1.06183 0.28533 5.15993
H 1.59924 1.97242 5.37079
Br 1.13726 4.81003 -2.72498
C 0.24457 5.29301 -1.02427
C -0.74044 4.26151 -0.55231
Br -1.46655 4.69744 1.22943
H -0.24159 6.26839 -1.04382
H 1.06083 5.40566 -0.31074
H -0.28677 3.28156 -0.40403
H -1.61010 4.12388 -1.19485
Br 1.95198 0.44157 -4.42240
C 2.89540 0.95027 -2.71108
C 3.84361 2.05850 -3.09782
Br 5.42716 1.46558 -4.07765
H 3.40275 0.06431 -2.32926
H 2.16570 1.29029 -1.97622
H 4.15075 2.65040 -2.23559
H 3.34992 2.89651 -3.58987
C -4.26603 -0.62706 2.46689
Cl -5.24057 -1.19775 1.09755
Cl -5.20832 -0.98178 3.96451
Cl -4.00449 1.15843 2.27442
H -3.29485 -1.12190 2.47331

#Q
55
Properties=species:S:1:pos:R:3 method="wB97M-V/def2-TZVPD" gap_ev=5.4 charge=+2
Sr -3.08434 2.30266 2.15455
Sr -7.04714 2.89065 1.25970
O -5.30773 2.24262 3.19948
C -6.05045 1.28890 3.99279
C -6.96656 0.26807 3.23776
O -7.82456 0.76746 2.25289
H -6.64512 2.01906 4.56049
H -5.35323 0.77509 4.66406
H -7.54839 -0.23262 4.02239
H -6.27232 -0.48739 2.82523
Br -5.90133 5.71536 2.30721
C -5.82951 5.33499 4.24240
C -5.85366 6.63554 4.99925
Br -7.50656 7.67060 4.64474
H -4.94596 4.74277 4.47924
H -6.64086 4.70594 4.61653
H -5.01781 7.28029 4.74088
H -5.85389 6.42591 6.06747
Br -9.92533 2.66313 0.40548
C -11.05610 2.46050 2.04691
C -10.24578 2.52108 3.31899
Br -9.12045 4.10160 3.35531
H -11.66688 1.56185 1.99536
H -11.77304 3.28217 2.06523
H -9.62061 1.64448 3.47959
H -10.87459 2.64272 4.19982
Br -8.96424 -4.40985 4.22262
C -9.29764 -2.84764 3.07266
C -10.71201 -2.38625 3.37592
Br -11.22348 -1.25743 1.84891
H -9.12254 -3.05905 2.02238
H -8.56229 -2.06978 3.28126
H -10.86756 -1.88367 4.32527
H -11.42366 -3.20697 3.36578
Br -0.37582 -1.87092 5.41571
C -2.15794 -2.61464 5.66598
C -3.24079 -1.61958 5.41998
Br -4.97897 -2.50072 5.74422
H -2.17186 -2.99048 6.68560
H -2.24216 -3.47725 5.01115
H -3.23174 -1.23600 4.40131
H -3.25776 -0.72916 6.04536
Br -6.73993 -3.57383 0.50331
C -5.15338 -2.92184 1.43672
C -4.70072 -1.68091 0.69544
Br -3.21801 -0.83306 1.67125
H -4.42776 -3.72088 1.32054
H -5.34282 -2.65681 2.47401
H -5.52971 -0.97563 0.64438
H -4.27607 -1.82953 -0.29149
C -8.89933 3.95249 7.61304
Cl -9.02844 3.69962 9.35217
Cl -7.40014 3.14671 7.01695
Cl -8.91724 5.64635 7.17200
H -9.75907 3.48776 7.14964

#R
55
Properties=species:S:1:pos:R:3 method="wB97M-V/def2-TZVPD" gap_ev=5.0 charge=+2
Sr 0.61192 4.56606 0.17780
Sr 4.24750 3.33333 -1.10231
O -0.86540 2.70550 0.36812
C -0.41311 1.50747 -0.17224
C 1.03036 1.46786 -0.76327
O 1.85964 2.65622 -0.95500
H -1.09295 1.23455 -0.99308
H -0.45010 0.66299 0.54536
H 0.96740 0.97822 -1.74434
H 1.59188 0.81969 -0.06840
Br 0.84162 -1.20558 4.50940
C 1.58237 0.55174 4.45828
C 1.15951 1.13098 3.14448
Br 1.67342 2.98987 3.03921
H 2.65752 0.45933 4.52338
H 1.23296 1.12487 5.30900
H 0.09342 1.03439 2.98001
H 1.64758 0.56284 2.35215
Br -3.53908 -0.73670 3.77665
C -2.85861 0.94340 4.47673
C -2.75015 1.96796 3.36619
Br -1.80613 3.49700 4.05766
H -1.86816 0.69941 4.85908
H -3.48586 1.22275 5.30598
H -3.71672 2.27401 2.98699
H -2.21205 1.54474 2.52122
Br -0.14583 -2.54862 2.16802
C -0.26727 -3.77011 0.65490
C 0.50929 -3.14347 -0.51883
Br 0.61249 -4.39554 -1.97834
H -1.31057 -3.91981 0.44100
H 0.19792 -4.67624 1.02305
H 1.49716 -2.81412 -0.22057
H -0.03189 -2.26174 -0.87968
Br 4.79076 1.06506 -2.83790
C 3.57892 -0.48886 -3.25722
C 4.19613 -1.70193 -2.74409
Br 4.03401 -1.71741 -0.78409
H 3.48122 -0.40703 -4.33142
H 2.66910 -0.23308 -2.74004
H 5.24833 -1.79696 -2.94275
H 3.63607 -2.57461 -3.05105
Br -2.99598 1.76813 -5.16912
C -1.43162 1.07066 -4.24227
C -1.25177 -0.37236 -4.62953
Br 0.04209 -1.18924 -3.44944
H -1.53422 1.28670 -3.19446
H -0.62315 1.66204 -4.67132
H -0.92912 -0.44313 -5.66075
H -2.17701 -0.93812 -4.56532
C -3.51781 -1.05311 0.19834
Cl -4.82331 0.10899 0.07967
Cl -2.73141 -1.29281 -1.34021
Cl -4.08265 -2.55627 0.81681
H -2.77864 -0.65992 0.86756

The energy of each structure relative to the most stable one, in hartree, is as follows: #P 0.0881; #Q 0.0000; #R 0.0406.